C4H5InO | wB97M-V/def2-TZVPD

The electronic energy comes out at -419.84761 a.u. Its highest occupied orbital energy (alpha / beta) is -19.19 / -19.12 eV. For the LUMO energy (alpha / beta), the calculation gives -12.10 / -13.07 eV. The energy above the lowest of the compared OMol25 structures with the same formula, charge and spin comes out at 17.81 kcal/mol. For the HOMO-LUMO gap (alpha / beta), the calculation gives 7.092 / 6.053 eV. Its charge is +2.

Geometry as XYZ:
```
11
Properties=species:S:1:pos:R:3:lowdin_charge:R:1
H 1.4650 -1.5571 0.9306 0.2222
C -1.9013 0.5987 -0.5701 0.2059
C -0.8727 0.3560 0.2566 -0.0630
C 0.0278 -0.7922 0.1677 0.0718
C 1.3978 -0.6672 0.1445 -0.2072
O 2.0494 0.4175 0.4776 -0.2756
In 3.5087 0.8685 -0.3462 1.5035
H -2.1684 -0.1016 -1.3668 0.1165
H -0.6206 1.1103 1.0097 0.1403
H -2.5178 1.4927 -0.4602 0.1203
H -0.3680 -1.7258 -0.2434 0.1653
```

***

C9H6Cl2O2 | wB97M-V/def2-TZVPD

The electronic energy comes out at -1417.38253 a.u. Its highest occupied orbital energy is -7.87 eV. For the LUMO energy, the calculation gives 0.74 eV. As for the SMILES: CC1=COc2cc(Cl)c(Cl)cc2O1. The energy above the lowest of the compared OMol25 structures with the same formula, charge and spin comes out at 0.00 kcal/mol. For the HOMO-LUMO gap, the calculation gives 8.606 eV.

Geometry as XYZ:
```
19
Properties=species:S:1:pos:R:3:lowdin_charge:R:1
Cl 1.6508 4.4007 0.5587 0.6574
Cl -1.0869 3.8561 2.0725 0.6500
O 1.4618 -0.4783 -1.0552 0.0101
O -1.0488 -0.8492 0.2947 0.0537
C 0.7761 -1.6397 -1.1002 -0.0536
C -0.4507 -1.8240 -0.4624 -0.2899
C 1.5829 1.7235 -0.1359 0.0077
C -0.8639 1.3400 1.1593 -0.0203
C 0.9908 2.7906 0.6204 -0.6579
C -0.2104 2.5627 1.2753 -0.6707
C 0.9168 0.5179 -0.2546 -0.1745
C -0.3116 0.3234 0.3815 -0.1589
C -1.2114 -3.0912 -0.6235 -0.0285
H 1.3114 -2.3696 -1.7269 0.1381
H 2.5353 1.8328 -0.6821 0.1357
H -1.8123 1.1052 1.6741 0.1370
H -2.2162 -2.8642 -0.9779 0.0864
H -0.7679 -3.7589 -1.3731 0.0898
H -1.2460 -3.5779 0.3554 0.0885
```

***

C27H48AsNSi3TeV | wB97M-V/def2-TZVPD

The electronic energy comes out at -5428.61150 a.u. Its highest occupied orbital energy (alpha / beta) is -6.26 / -5.82 eV. For the LUMO energy (alpha / beta), the calculation gives 0.26 / 0.26 eV. The energy above the lowest of the compared OMol25 structures with the same formula, charge and spin comes out at 0.00 kcal/mol. For the HOMO-LUMO gap (alpha / beta), the calculation gives 6.517 / 6.074 eV. As for the spin multiplicity: 2.

Geometry as XYZ:
```
82
Properties=species:S:1:pos:R:3:lowdin_spin:R:1
V -0.5178 0.1968 0.3998 1.0058
C -0.9084 1.9772 -0.5690 -0.0031
Si -0.4711 1.1261 -2.1270 -0.0088
C -1.3852 -0.5809 -2.0260 -0.0016
N -1.0371 -1.4002 -0.8096 0.0084
C 0.1934 -2.2483 -0.9764 0.0062
C -0.1059 -3.7217 -1.2693 0.0015
C -1.3663 -3.8732 -2.1122 0.0003
C -2.5813 -3.3014 -1.3686 0.0011
C -2.1715 -2.2463 -0.3439 0.0062
C -1.0208 1.8325 -3.7730 -0.0024
C -2.2934 1.5867 -4.3029 -0.0001
C -2.7029 2.1620 -5.4998 -0.0001
C -1.8440 3.0040 -6.1915 0.0001
C -0.5789 3.2666 -5.6840 -0.0001
C -0.1726 2.6854 -4.4893 -0.0002
C 1.3687 0.7965 -2.2459 -0.0018
C 1.8998 0.1313 -3.3611 -0.0016
C 3.2495 -0.1737 -3.4460 -0.0002
C 4.1098 0.1961 -2.4175 -0.0016
C 3.6130 0.8661 -1.3108 0.0000
C 2.2535 1.1595 -1.2248 -0.0001
H -1.9612 2.2790 -0.5532 0.0038
H -0.2815 2.8607 -0.4147 -0.0004
H -1.2277 -1.1652 -2.9384 0.0000
H -2.4542 -0.3596 -1.9643 -0.0003
H 0.7841 -2.1791 -0.0572 0.0018
H 0.7934 -1.8079 -1.7710 -0.0001
H -0.2181 -4.2794 -0.3352 0.0000
H 0.7573 -4.1471 -1.7821 0.0001
H -1.5319 -4.9217 -2.3611 0.0001
H -1.2263 -3.3539 -3.0635 0.0000
H -3.1024 -4.0961 -0.8300 0.0001
H -3.2989 -2.8839 -2.0763 0.0000
H -1.8481 -2.7158 0.5875 0.0008
H -2.9947 -1.5827 -0.0886 0.0007
H -2.9864 0.9374 -3.7780 0.0000
H -3.6917 1.9556 -5.8910 0.0000
H -2.1598 3.4548 -7.1243 0.0000
H 0.0937 3.9241 -6.2212 0.0000
H 0.8231 2.8956 -4.1131 0.0000
H 1.2448 -0.1470 -4.1818 -0.0001
H 3.6362 -0.6914 -4.3154 0.0000
H 5.1660 -0.0336 -2.4831 -0.0001
H 4.2857 1.1647 -0.5170 0.0000
H 1.8807 1.6817 -0.3482 0.0012
C 1.6825 2.5925 4.8209 -0.0010
Si 1.6901 2.1357 3.0172 -0.0035
C 1.2134 3.6553 2.0476 0.0002
C 3.4439 1.6986 2.5724 -0.0006
As 0.0899 0.4488 2.7802 -0.0087
Si 1.4792 -1.3976 3.0965 -0.0025
C 2.1537 -1.4250 4.8332 -0.0014
C 2.9100 -1.6219 1.9060 0.0003
C 0.3886 -2.9108 2.9205 0.0002
H 2.4682 3.3217 5.0458 -0.0002
H 1.8323 1.7110 5.4493 -0.0001
H 0.7162 3.0264 5.0913 0.0000
H 1.5604 4.5356 2.5993 0.0000
H 0.1309 3.7336 1.9256 0.0000
H 1.6670 3.6795 1.0531 0.0000
H 4.0585 2.6032 2.6405 -0.0001
H 3.5275 1.2959 1.5622 0.0000
H 3.8546 0.9572 3.2611 0.0000
H 2.8969 -0.6402 4.9940 0.0000
H 2.6230 -2.3887 5.0561 -0.0002
H 1.3411 -1.2593 5.5448 -0.0001
H 3.8269 -1.1962 2.3194 0.0000
H 2.7454 -1.1412 0.9385 0.0000
H 3.0805 -2.6899 1.7331 0.0001
H -0.4428 -2.8729 3.6306 0.0000
H 0.9738 -3.8141 3.1241 0.0000
H -0.0387 -3.0111 1.9175 0.0001
C -5.6164 0.6990 2.1233 -0.0006
Te -3.5000 0.8128 2.0122 0.0010
C -3.2468 -0.5397 3.6370 0.0007
H -5.9213 1.1059 3.0838 -0.0001
H -5.9356 -0.3352 2.0203 0.0001
H -6.0433 1.2968 1.3200 0.0000
H -4.1737 -1.1040 3.7365 0.0001
H -3.0268 0.0161 4.5426 0.0000
H -2.4215 -1.2083 3.4137 0.0005
```

***

C39H108N6O12 | wB97M-V/def2-TZVPD

The electronic energy comes out at -2781.85579 a.u. Its highest occupied orbital energy is -8.57 eV. For the LUMO energy, the calculation gives 0.43 eV. As for the SMILES: COC[C@H](C)N.COC[C@H](C)N.COC[C@H](C)N.COC[C@H](C)N.COC[C@H](C)N.COC[C@H](C)N.CC(C)O.CC(C)O.CC(C)O.CCO.CCO.CCO. For the HOMO-LUMO gap, the calculation gives 8.992 eV.

Geometry as XYZ:
```
165
Properties=species:S:1:pos:R:3:lowdin_charge:R:1
C 2.0640 2.1363 6.5502 -0.0746
C 1.1761 1.0358 5.9600 -0.2971
O -0.0152 0.7195 6.7166 -0.1001
H 1.8285 3.1822 6.1912 0.0867
H 3.0873 1.9340 6.2852 0.0547
H 1.9914 2.1086 7.6705 0.0879
H 1.6291 0.0194 5.9585 0.1084
H 0.8916 1.3028 4.9634 0.0756
H -0.5790 1.4220 7.0197 0.0669
C -4.2088 -3.1432 0.0961 -0.0821
C -3.3904 -4.2012 0.8211 -0.3332
O -3.8632 -4.4594 2.1022 -0.0824
H -4.3370 -2.1612 0.5700 0.0487
H -5.3110 -3.3856 -0.0008 0.1031
H -3.8766 -2.9562 -0.8824 0.0267
H -2.2185 -4.0321 0.9629 0.1359
H -3.5538 -5.0742 0.2035 0.1031
H -3.9700 -3.5966 2.5165 0.0442
C -1.6710 3.7916 -6.0969 -0.0946
C -1.0421 2.4540 -6.4580 -0.3096
O -0.8238 1.4770 -5.4262 -0.1133
H -1.5941 4.3975 -6.9194 0.0342
H -1.3105 4.2748 -5.1536 0.0886
H -2.7568 3.7594 -5.8299 0.0744
H -0.0609 2.7101 -6.8554 0.0998
H -1.5455 1.9537 -7.3146 0.1163
H -1.5894 1.6982 -4.8559 0.0361
C -0.6650 -0.5826 0.1696 -0.0575
C 0.4210 0.4623 0.3925 -0.4604
C 0.1772 1.6159 -0.5208 -0.0651
O 0.3518 0.9696 1.7635 -0.1431
H -1.7442 -0.2224 0.2585 0.0949
H -0.4684 -1.4160 0.9352 0.0866
H -0.5658 -0.9403 -0.8460 0.0531
H 1.3933 -0.0694 0.2889 0.1359
H 0.9341 2.3781 -0.6773 0.0462
H -0.7472 2.1077 -0.1784 0.0894
H -0.0675 1.2602 -1.5388 0.0706
H 0.2656 0.1341 2.4010 0.0860
C -3.6825 0.0228 5.2541 -0.0307
C -4.3183 -1.0226 4.3073 -0.4503
C -4.9779 -0.4596 3.0486 -0.0596
O -3.3239 -1.9393 3.8369 -0.0736
H -4.4664 0.7523 5.5277 0.0883
H -2.8505 0.5509 4.8181 0.0739
H -3.3797 -0.4665 6.1345 0.0568
H -5.0743 -1.6709 4.7638 0.1361
H -5.6462 0.3853 3.2644 0.0797
H -5.6389 -1.2465 2.4673 0.1129
H -4.2760 -0.2034 2.3015 0.0457
H -2.9159 -2.4025 4.5411 0.0638
C -0.6199 5.2820 4.2123 -0.0506
C -0.5464 4.4676 2.8645 -0.4799
C -0.1877 5.3768 1.6685 -0.0526
O 0.3929 3.4865 3.1677 -0.0876
H -0.8013 4.5150 4.9401 0.0516
H -1.3967 6.0262 4.3116 0.0625
H 0.3480 5.7918 4.4622 0.0908
H -1.5206 4.0296 2.6810 0.1284
H -1.0561 5.9859 1.3295 0.0853
H 0.1084 4.7607 0.8032 0.0550
H 0.6964 6.0042 1.8980 0.0786
H 0.2106 2.6150 2.7714 0.0571
C -4.3798 0.5572 -2.1933 -0.0732
C -4.1671 1.8492 -2.8184 -0.4261
C -4.8853 2.9645 -2.0264 -0.1965
O -4.4431 4.2343 -2.4154 -0.2132
C -5.3150 5.0557 -3.1415 -0.1098
N -2.7063 2.1274 -2.9682 0.0554
H -5.3658 0.6100 -1.7291 0.0862
H -3.6663 0.3311 -1.4304 0.0597
H -4.3937 -0.2770 -2.9452 0.1032
H -4.5629 1.9319 -3.8420 0.1414
H -4.6347 2.8773 -0.9984 0.1197
H -5.9282 2.9864 -2.1679 0.1092
H -6.1646 5.3250 -2.5172 0.0844
H -5.6436 4.6260 -4.1034 0.0912
H -4.6949 5.9478 -3.3902 0.1010
H -2.4970 3.1409 -3.0037 0.0825
H -2.1285 1.7436 -2.1923 0.0614
C 4.8425 5.4244 -0.1788 -0.0768
C 4.2302 4.0207 -0.1101 -0.3973
C 3.9777 3.7197 1.3324 -0.2745
O 3.5466 2.4149 1.4742 -0.1875
C 3.2933 2.0903 2.8532 -0.0797
N 2.9653 3.8559 -0.9398 0.0742
H 5.7941 5.3434 0.3262 0.0600
H 4.3471 6.2677 0.4495 0.1126
H 5.0969 5.7634 -1.1912 0.0747
H 4.9921 3.3225 -0.4061 0.1142
H 3.1790 4.3918 1.7464 0.1377
H 4.8464 3.9589 1.9198 0.1202
H 4.2131 2.1870 3.4540 0.0913
H 2.8926 1.0639 2.7993 0.0813
H 2.5230 2.8028 3.2266 0.0733
H 2.2097 3.9179 -0.2622 0.0418
H 2.9130 4.5913 -1.6302 0.0651
C 2.3576 -2.4595 3.7718 -0.0402
C 0.8842 -2.6512 3.4651 -0.3953
C 0.2207 -3.5847 4.4955 -0.2184
O 0.9754 -4.7340 4.6903 -0.2045
C 0.8447 -5.6769 3.6210 -0.0738
N 0.1782 -1.3303 3.5779 0.0762
H 2.8191 -3.4323 3.7014 0.0780
H 2.4831 -2.1572 4.8053 0.0786
H 2.8606 -1.7584 3.0956 0.0829
H 0.8563 -3.0378 2.4406 0.0967
H -0.7994 -3.7604 4.1539 0.1221
H 0.2981 -3.0031 5.4203 0.1350
H 1.7095 -6.3791 3.6951 0.0997
H 0.7004 -5.1305 2.6150 0.0887
H -0.1179 -6.2384 3.8348 0.1009
H -0.8095 -1.4220 3.6174 0.0572
H 0.6125 -1.0330 4.4256 0.0356
C -2.2825 -4.1874 -3.7610 -0.0633
C -2.0407 -3.4114 -5.1121 -0.3843
C -1.2049 -2.1278 -4.9300 -0.2190
O 0.0158 -2.4940 -4.3477 -0.2115
C 0.8522 -1.3980 -3.9943 -0.0979
N -1.3232 -4.3499 -6.0057 0.0168
H -3.0649 -4.9975 -3.9586 0.0926
H -2.7058 -3.4597 -3.0072 0.0673
H -1.3825 -4.6208 -3.3753 0.0393
H -2.9571 -3.0526 -5.5487 0.1162
H -1.7110 -1.3896 -4.3511 0.1010
H -0.9190 -1.6297 -5.9046 0.1408
H 0.5402 -1.0123 -3.0223 0.0677
H 0.8241 -0.5617 -4.7562 0.0911
H 1.9550 -1.7086 -3.9808 0.1030
H -1.5611 -5.3521 -5.8977 0.0734
H -0.3203 -4.3299 -5.8858 0.0586
C 3.5260 -5.4721 -0.4568 -0.0540
C 2.7028 -4.3514 -1.0747 -0.4191
C 1.6019 -3.7487 -0.1584 -0.1836
O 0.7942 -4.8210 0.3398 -0.2441
C -0.2091 -5.2528 -0.5643 -0.1177
N 3.3424 -3.1315 -1.6461 0.0468
H 4.3373 -5.7646 -1.1576 0.0823
H 2.8011 -6.3404 -0.2634 0.1026
H 3.9806 -5.2433 0.4706 0.0523
H 2.1050 -4.7940 -1.9321 0.1409
H 0.9487 -3.0559 -0.8134 0.1366
H 1.9978 -3.3081 0.7521 0.1059
H -0.9580 -5.7210 0.0706 0.0788
H 0.1539 -5.8019 -1.4652 0.0939
H -0.7614 -4.4081 -1.0484 0.0769
H 4.0147 -3.4531 -2.2978 0.0504
H 3.9291 -2.6393 -0.9476 0.0656
C 5.5595 -0.1747 -2.9411 -0.0429
C 4.5449 0.4610 -1.8954 -0.3978
C 3.0577 0.3291 -2.2853 -0.2308
O 2.8554 0.5943 -3.6601 -0.2470
C 2.4630 1.9823 -3.9657 -0.0533
N 4.7892 -0.2690 -0.6421 0.0189
H 5.0187 -1.0644 -3.4162 0.0905
H 6.4809 -0.5356 -2.4675 0.0652
H 5.7169 0.4543 -3.7727 0.0420
H 4.7603 1.5603 -1.8024 0.1159
H 2.5333 1.0490 -1.6845 0.0782
H 2.6563 -0.7002 -2.0749 0.0999
H 1.3682 2.0401 -3.6534 0.0878
H 2.5260 1.9511 -5.0747 0.0929
H 3.0664 2.7515 -3.4141 0.0741
H 5.7816 -0.0626 -0.3381 0.0990
H 4.1285 -0.0610 0.0956 0.0522
```

***

- What is the formula in the second record?
  C9H6Cl2O2